1.
{
  "formula": "C7H10FN2O",
  "method": "ωB97M-V/def2-TZVPD",
  "symbols": ["C", "C", "C", "C", "C", "C", "C", "N", "N", "O", "F", "H", "H", "H", "H", "H", "H", "H", "H", "H", "H"],
  "positions_angstrom": [[0.507, -2.266, -1.297], [1.049, -1.115, -1.891], [-0.824, -2.281, -0.839], [0.316, 0.080, -1.882], [0.282, 1.616, 1.001], [-1.642, -1.063, -0.910], [-0.925, 0.093, -1.408], [-0.756, 1.736, 1.820], [1.498, 2.089, 1.209], [2.129, 2.851, 2.164], [-1.761, 1.178, -1.540], [1.059, -3.110, -1.567], [2.092, -1.236, -2.262], [-1.387, -3.186, -0.473], [0.648, 0.906, -2.483], [-2.524, -1.244, -1.501], [-2.055, -0.974, 0.098], [-1.724, 1.528, 1.596], [-0.466, 1.981, 2.722], [2.173, 1.701, 0.630], [1.604, 2.698, 2.985]],
  "forces_ev_per_angstrom": [[-2.7, 0.4, -0.1], [-0.3, 0.4, 0.9], [1.3, -1.1, -0.7], [2.0, 0.0, -1.9], [-0.2, -0.8, -2.0], [1.2, -0.7, 1.0], [-3.4, 1.9, 0.6], [1.1, 0.5, -0.2], [-2.3, -1.0, -0.5], [-0.9, 0.4, 2.3], [1.8, -1.6, 0.1], [0.6, -1.7, 0.7], [-1.0, 0.6, -0.1], [1.1, 0.9, -0.5], [0.3, 0.5, 0.3], [-0.6, -0.1, -0.6], [-0.1, 0.6, 0.2], [0.7, 0.0, 0.1], [-0.9, 0.7, 2.0], [1.4, -0.4, -1.2], [0.9, 0.4, -0.5]],
  "homo_ev": [-11.494, -11.496],
  "charge": 1,
  "spin_multiplicity": 1,
  "homo_lumo_gap_ev": [5.48, 5.48],
  "de_lowest_kj_mol": 372.14
}



2.
{
  "formula": "C4H5N3O",
  "method": "ωB97M-V/def2-TZVPD",
  "symbols": ["H", "N", "C", "N", "C", "O", "C", "C", "N", "H", "H", "H", "H"],
  "positions_angstrom": [[-1.225, 2.415, 0.079], [-1.936, 1.709, 0.064], [-1.422, 0.513, -0.096], [-2.297, -0.567, -0.138], [-1.516, -1.545, -0.075], [-0.181, -1.367, -0.015], [-0.017, 0.064, -0.103], [1.197, 0.601, -0.106], [2.365, -0.172, -0.107], [-1.919, -2.581, 0.112], [1.434, 1.694, -0.277], [2.267, -1.072, 0.671], [3.250, 0.308, -0.010]],
  "forces_ev_per_angstrom": [[0.7, 0.4, 0.2], [0.6, -2.4, -0.7], [-1.1, 4.7, 0.5], [0.2, 0.3, -0.2], [-0.5, -3.0, 1.0], [0.6, 0.6, -0.1], [-1.4, -1.4, 0.1], [1.8, 1.2, -0.7], [-1.0, -3.6, 3.2], [1.0, 1.0, -0.6], [-1.0, -1.3, 0.3], [0.6, 3.4, -3.2], [-0.3, 0.1, 0.2]],
  "homo_ev": -8.464,
  "spin_multiplicity": 1,
  "smiles": "[H]/N=C1/N=CO/C1=C\\N",
  "homo_lumo_gap_ev": 8.68,
  "de_lowest_kj_mol": 273.32
}



3.
{
  "formula": "C7H16NPS2",
  "method": "ωB97M-V/def2-TZVPD",
  "symbols": ["C", "C", "C", "C", "N", "P", "S", "C", "C", "C", "S", "H", "H", "H", "H", "H", "H", "H", "H", "H", "H", "H", "H", "H", "H", "H", "H"],
  "positions_angstrom": [[-0.457, 3.660, 1.078], [0.109, 2.543, 1.891], [-1.082, 1.506, 1.978], [-0.606, 0.069, 2.251], [0.524, -0.378, 1.534], [0.344, -0.501, -0.493], [1.930, -1.894, -0.425], [1.789, -2.297, -2.235], [0.479, -3.166, -2.548], [-0.731, -2.195, -2.482], [-1.229, -1.794, -0.772], [-1.147, 4.188, 1.689], [0.245, 4.445, 0.649], [-1.041, 3.228, 0.236], [1.050, 2.109, 1.242], [0.567, 2.677, 2.816], [-1.769, 1.800, 2.776], [-1.577, 1.601, 0.969], [-1.524, -0.502, 1.875], [-0.381, -0.075, 3.314], [1.236, 0.310, 1.480], [2.657, -2.742, -2.765], [1.741, -1.212, -2.614], [0.525, -3.487, -3.523], [0.415, -3.984, -1.910], [-0.511, -1.298, -2.897], [-1.555, -2.611, -3.111]],
  "forces_ev_per_angstrom": [[0.8, 1.6, -1.1], [0.8, -2.8, -3.5], [1.8, 0.6, -0.6], [-2.6, 0.4, -0.8], [-0.1, -1.8, -4.1], [1.2, 0.6, 3.0], [0.6, -0.7, -0.6], [-0.7, 0.8, -0.6], [0.9, 4.5, 1.0], [-0.8, -3.5, 0.8], [-1.5, -0.8, 0.2], [-0.9, 0.7, 0.4], [-0.5, -1.1, 0.6], [0.6, 0.5, 0.4], [-2.3, 0.7, 1.3], [0.4, 1.0, 1.8], [-0.1, 0.1, -0.2], [0.1, -0.6, 1.2], [1.3, -0.1, 1.2], [-0.4, -0.1, 0.0], [0.8, 0.8, 0.5], [-0.2, 0.2, 1.1], [-0.3, -1.8, -0.3], [0.3, -0.9, -2.4], [-0.2, -1.3, 1.3], [1.0, 2.7, -1.6], [0.1, 0.3, 1.1]],
  "homo_ev": -8.305,
  "spin_multiplicity": 1,
  "smiles": "CCCCNP1SCCCS1",
  "homo_lumo_gap_ev": 8.84,
  "de_lowest_kj_mol": 14.91
}



4.
{
  "formula": "C5H11N2",
  "method": "ωB97M-V/def2-TZVPD",
  "symbols": ["C", "C", "C", "N", "C", "N", "C", "H", "H", "H", "H", "H", "H", "H", "H", "H", "H", "H"],
  "positions_angstrom": [[-1.823, 2.716, -1.128], [-1.024, 1.911, -0.737], [-0.251, 0.961, -0.092], [-0.623, 0.087, 0.973], [0.212, -0.089, 2.188], [0.414, -0.003, -1.378], [0.398, -1.560, -1.201], [-2.379, 3.489, -1.596], [0.690, 1.398, 0.208], [-1.530, -0.323, 1.122], [0.024, 0.720, 2.880], [-0.061, -1.001, 2.628], [1.237, -0.310, 1.898], [1.368, 0.107, -1.781], [-0.373, 0.107, -2.108], [-0.573, -1.741, -0.811], [0.565, -1.972, -2.199], [0.970, -1.856, -0.425]],
  "forces_ev_per_angstrom": [[0.7, -0.1, -0.4], [-2.6, 1.0, -0.4], [3.0, -3.3, 2.7], [0.2, 0.8, -0.8], [0.0, 0.5, -1.7], [-1.6, -2.3, -1.7], [-2.4, 2.8, -1.8], [-0.3, 0.1, 0.1], [0.2, 0.3, 0.3], [-0.4, 0.6, -0.8], [0.6, 0.2, 0.2], [-0.8, -1.2, 0.8], [0.3, 0.8, 0.2], [-1.0, 1.2, 0.3], [2.2, 0.2, 0.8], [-1.1, -0.6, -0.3], [0.1, -0.2, 0.5], [2.8, -0.8, 2.0]],
  "homo_ev": -13.894,
  "charge": 1,
  "spin_multiplicity": 1,
  "smiles": "C#C[C@@H](NC)[NH2+]C",
  "homo_lumo_gap_ev": 10.64,
  "de_lowest_kj_mol": 355.88
}



5.
{
  "formula": "C26H38ClMoN6O6P",
  "method": "ωB97M-V/def2-TZVPD",
  "symbols": ["Mo", "C", "C", "O", "C", "C", "O", "C", "C", "O", "C", "C", "O", "C", "C", "O", "H", "H", "H", "H", "H", "H", "H", "H", "H", "H", "H", "H", "H", "H", "H", "H", "H", "H", "H", "H", "C", "N", "C", "N", "C", "N", "C", "P", "C", "C", "H", "H", "H", "H", "H", "H", "H", "H", "H", "H", "H", "H", "O", "N", "C", "C", "N", "C", "N", "Cl", "C", "C", "C", "C", "C", "C", "C", "H", "H", "H", "H", "H", "H"],
  "positions_angstrom": [[0.990, -0.223, -1.363], [-2.081, -1.102, -1.962], [-2.097, 0.350, -2.372], [-1.722, 1.061, -1.213], [-1.352, 2.416, -1.387], [-0.536, 2.803, -0.182], [0.520, 1.841, 0.038], [1.634, 2.353, 0.769], [2.875, 1.954, 0.020], [2.851, 0.542, -0.333], [3.200, -0.382, 0.734], [1.973, -0.946, 1.395], [1.160, -1.483, 0.311], [0.066, -2.368, 0.707], [-0.736, -2.606, -0.545], [-0.869, -1.316, -1.182], [-2.089, -1.762, -2.830], [-2.917, -1.338, -1.304], [-3.100, 0.610, -2.722], [-1.393, 0.544, -3.193], [-2.224, 3.075, -1.451], [-0.778, 2.533, -2.309], [-1.152, 2.836, 0.714], [-0.108, 3.791, -0.361], [1.609, 1.966, 1.790], [1.605, 3.442, 0.829], [3.781, 2.159, 0.591], [2.932, 2.482, -0.928], [3.828, 0.116, 1.472], [3.778, -1.172, 0.253], [1.367, -0.212, 1.926], [2.247, -1.755, 2.073], [-0.514, -1.842, 1.464], [0.487, -3.292, 1.100], [-1.723, -2.997, -0.299], [-0.239, -3.296, -1.224], [-3.702, 1.393, 4.606], [-4.177, 1.688, 3.253], [-5.119, 0.647, 2.848], [-4.556, -0.703, 2.921], [-4.070, -0.932, 4.284], [-3.099, 0.067, 4.727], [-1.853, -0.025, 3.977], [-2.051, 0.262, 2.140], [-3.078, 1.820, 2.310], [-3.506, -0.896, 1.931], [-4.556, 1.441, 5.282], [-2.976, 2.150, 4.907], [-5.457, 0.842, 1.828], [-5.981, 0.690, 3.514], [-3.621, -1.925, 4.346], [-4.927, -0.894, 4.957], [-1.416, -1.017, 4.136], [-1.141, 0.707, 4.367], [-3.477, 2.082, 1.325], [-2.425, 2.636, 2.634], [-3.151, -1.931, 1.986], [-3.931, -0.744, 0.933], [1.193, 1.144, -2.552], [1.670, 2.309, -3.042], [1.886, 2.250, -4.299], [1.620, 1.071, -5.093], [1.370, 0.114, -5.674], [2.403, 3.441, -4.924], [2.827, 4.375, -5.437], [7.256, -2.739, -1.293], [5.614, -2.459, -1.725], [5.244, -1.232, -2.256], [3.918, -1.014, -2.596], [2.948, -1.998, -2.401], [1.513, -1.734, -2.730], [3.352, -3.234, -1.887], [4.673, -3.470, -1.553], [5.994, -0.470, -2.419], [3.648, -0.066, -3.047], [0.894, -2.621, -2.629], [1.362, -1.338, -3.738], [2.626, -4.031, -1.766], [4.986, -4.434, -1.176]],
  "forces_ev_per_angstrom": [[0.2, -0.8, 0.9], [0.0, -0.1, 0.0], [0.0, 0.1, 0.0], [0.0, 0.0, 0.0], [-0.1, 0.0, -0.1], [0.0, 0.0, 0.1], [0.0, 0.2, -0.2], [-0.1, 0.0, 0.1], [0.2, 0.0, -0.1], [-0.4, -0.1, 0.3], [0.3, 0.0, -0.1], [-0.1, -0.1, 0.0], [-0.2, -0.1, 0.1], [0.0, 0.2, 0.1], [-0.1, 0.1, 0.0], [0.0, 0.0, -0.3], [0.0, 0.0, 0.0], [0.0, 0.0, 0.0], [0.0, 0.0, 0.0], [0.0, 0.0, 0.0], [0.0, 0.0, 0.0], [0.0, 0.0, 0.0], [-0.1, 0.0, 0.0], [0.1, 0.0, 0.0], [0.0, 0.0, 0.0], [0.0, 0.0, 0.0], [0.0, -0.1, 0.0], [0.0, 0.0, 0.0], [0.0, 0.1, -0.1], [0.0, 0.0, 0.0], [0.0, 0.0, 0.0], [0.0, -0.1, 0.0], [0.0, 0.0, 0.0], [0.1, 0.0, 0.0], [0.0, 0.0, 0.0], [0.0, -0.1, 0.0], [0.0, -0.1, -0.1], [0.0, 0.1, 0.0], [0.1, 0.0, 0.0], [0.0, 0.0, 0.0], [0.1, 0.1, -0.1], [0.0, 0.0, 0.1], [-0.1, 0.0, 0.0], [0.1, 0.0, 0.2], [0.0, -0.1, 0.0], [0.0, 0.1, 0.0], [0.0, 0.0, 0.0], [0.0, 0.0, 0.0], [0.0, 0.0, 0.0], [0.0, 0.0, 0.0], [0.0, 0.0, 0.0], [0.0, 0.0, 0.0], [0.0, 0.0, 0.0], [0.0, 0.0, 0.0], [0.0, 0.0, 0.0], [0.0, 0.0, 0.0], [0.0, 0.0, 0.0], [0.0, 0.0, 0.0], [-0.1, 1.1, -1.1], [-0.2, -0.6, 0.6], [0.2, 0.3, -0.7], [0.0, 0.3, 0.2], [0.0, 0.0, 0.0], [-0.1, -0.3, 0.0], [0.0, 0.0, 0.0], [0.0, 0.0, 0.0], [0.1, 0.0, 0.0], [-0.1, 0.0, 0.0], [0.1, 0.0, -0.2], [-0.1, -0.1, -0.2], [0.3, 0.0, 0.3], [0.0, 0.0, 0.2], [0.0, 0.0, 0.0], [0.0, 0.0, 0.0], [0.0, 0.0, 0.0], [0.0, -0.1, 0.0], [0.0, 0.1, 0.1], [0.0, 0.0, 0.0], [0.0, 0.0, 0.0]],
  "homo_ev": [-12.686, -12.686],
  "charge": 2,
  "spin_multiplicity": 3,
  "s2": 2.022,
  "homo_lumo_gap_ev": [4.92, 5.41]
}



Repeat the first record exactly.
{
  "formula": "C7H10FN2O",
  "method": "ωB97M-V/def2-TZVPD",
  "symbols": ["C", "C", "C", "C", "C", "C", "C", "N", "N", "O", "F", "H", "H", "H", "H", "H", "H", "H", "H", "H", "H"],
  "positions_angstrom": [[0.507, -2.266, -1.297], [1.049, -1.115, -1.891], [-0.824, -2.281, -0.839], [0.316, 0.080, -1.882], [0.282, 1.616, 1.001], [-1.642, -1.063, -0.910], [-0.925, 0.093, -1.408], [-0.756, 1.736, 1.820], [1.498, 2.089, 1.209], [2.129, 2.851, 2.164], [-1.761, 1.178, -1.540], [1.059, -3.110, -1.567], [2.092, -1.236, -2.262], [-1.387, -3.186, -0.473], [0.648, 0.906, -2.483], [-2.524, -1.244, -1.501], [-2.055, -0.974, 0.098], [-1.724, 1.528, 1.596], [-0.466, 1.981, 2.722], [2.173, 1.701, 0.630], [1.604, 2.698, 2.985]],
  "forces_ev_per_angstrom": [[-2.7, 0.4, -0.1], [-0.3, 0.4, 0.9], [1.3, -1.1, -0.7], [2.0, 0.0, -1.9], [-0.2, -0.8, -2.0], [1.2, -0.7, 1.0], [-3.4, 1.9, 0.6], [1.1, 0.5, -0.2], [-2.3, -1.0, -0.5], [-0.9, 0.4, 2.3], [1.8, -1.6, 0.1], [0.6, -1.7, 0.7], [-1.0, 0.6, -0.1], [1.1, 0.9, -0.5], [0.3, 0.5, 0.3], [-0.6, -0.1, -0.6], [-0.1, 0.6, 0.2], [0.7, 0.0, 0.1], [-0.9, 0.7, 2.0], [1.4, -0.4, -1.2], [0.9, 0.4, -0.5]],
  "homo_ev": [-11.494, -11.496],
  "charge": 1,
  "spin_multiplicity": 1,
  "homo_lumo_gap_ev": [5.48, 5.48],
  "de_lowest_kj_mol": 372.14
}